1.
A structure of composition C25H44N7O2RuSSe at a distorted geometry, computed with the ωB97M-V functional and the def2-TZVPD basis.

As for the gap between HOMO and LUMO (spin up / spin down): 5.4 / 5.5 eV. For the HOMO energy (spin up / spin down), the calculation gives -9.98 / -10.05 eV. Its molar mass is 686.8 g/mol. The calculation puts the largest force on an atom at 1.41 eV/A.

Structure (ORCA input):
```
! RIJCOSX wB97M-V def2-TZVPD def2/J DEFGRID3
* xyz 1 1
Ru 0.159 0.846 0.001
Se -2.525 -1.487 0.268
S -2.015 1.209 -0.529
O 0.069 -0.914 -0.833
O 0.138 -2.935 -1.694
N -1.862 2.187 -2.868
N 2.185 0.303 0.361
N -4.908 -2.416 1.647
N -4.589 -3.420 -0.237
N 2.140 -1.661 1.626
N -2.262 -0.198 -2.826
N 4.159 -0.883 0.806
C 0.566 4.754 -0.219
C -0.288 2.581 1.681
C 2.838 3.763 -0.227
C -2.054 -0.618 -4.203
C 1.042 2.805 1.309
C 0.799 -1.484 2.144
C 4.873 -0.113 -0.195
C -4.004 -3.818 -1.513
C -4.094 -2.468 0.577
C 0.882 2.405 -1.090
C -2.042 1.052 -2.345
C 0.373 1.741 3.839
C 2.625 -3.034 1.691
C -5.719 -3.967 0.326
C -4.741 -1.502 2.767
C -5.921 -3.338 1.505
C 1.352 3.448 -0.058
C 2.039 2.508 2.268
C 1.599 -1.272 -2.631
C 1.711 2.000 3.499
C 2.790 -0.704 0.929
C -1.859 2.453 -4.298
C 4.935 -1.064 2.031
C -0.617 2.033 2.939
C 0.552 -1.794 -1.676
H 3.479 2.886 -0.118
H 3.077 2.702 2.038
H 0.130 1.341 4.815
H 0.816 5.461 0.574
H 0.056 -1.952 1.497
H 3.173 4.514 0.492
H -3.728 -1.586 3.156
H -2.223 -0.926 -2.126
H -6.272 -4.756 -0.152
H 0.810 5.210 -1.179
H 0.747 -1.940 3.136
H 5.049 0.926 0.116
H 1.816 -3.700 1.384
H 4.332 -1.528 2.804
H 4.335 -0.118 -1.141
H 2.494 1.804 4.221
H -2.646 -0.024 -4.893
H -0.511 4.584 -0.207
H -1.081 3.014 1.087
H -1.545 3.483 -4.454
H 5.293 -0.098 2.405
H 1.695 2.005 -1.704
H 1.156 -0.495 -3.259
H -2.920 -3.763 -1.443
H -4.311 -4.838 -1.727
H -1.182 1.808 -4.861
H -5.457 -1.769 3.538
H -6.686 -3.467 2.248
H 2.403 -0.806 -2.064
H 0.574 -0.425 2.263
H -1.659 1.883 3.190
H 0.092 2.774 -1.743
H 5.844 -0.577 -0.360
H 1.986 -2.072 -3.255
H -4.354 -3.156 -2.304
H 3.005 4.162 -1.229
H 2.854 0.964 -0.007
H -4.914 -0.478 2.441
H 3.463 -3.172 1.015
H 5.798 -1.699 1.832
H -2.864 2.352 -4.717
H -2.378 -1.653 -4.286
H 2.930 -3.304 2.705
H -1.003 -0.570 -4.502
*
```

Atomic partial charges in e from the Löwdin method, atoms 1 to 2:
1. Ru 0.96
2. Se 0.83

---

2.
A structure of composition C25H44NdO2P2 at a distorted geometry, computed with the ωB97M-V functional and the def2-TZVPD basis.

As for the gap between HOMO and LUMO (spin up / spin down): 6.3 / 6.4 eV. For the HOMO energy (spin up / spin down), the calculation gives -9.11 / -9.12 eV. Its molar mass is 582.8 g/mol. The calculation puts the largest force on an atom at 3.82 eV/A. Its expectation value of S² is 3.759.

Structure (ORCA input):
```
! RIJCOSX wB97M-V def2-TZVPD def2/J DEFGRID3
* xyz 1 4
Nd -1.236 0.597 -1.131
P 2.825 0.034 -0.854
P 0.676 1.522 0.569
O -2.807 0.438 -4.564
O -0.959 -0.007 -3.411
C 4.227 -1.439 2.963
C 3.244 -0.159 0.964
C 1.002 -1.336 1.340
C -4.008 -1.779 -1.408
C 4.234 -1.267 1.416
C -3.530 2.840 0.765
C -3.479 -0.672 -0.568
C 1.593 -2.738 1.626
C -2.062 0.758 2.613
C -2.264 -2.144 1.165
C 2.826 -1.528 -1.717
C 1.842 2.669 1.442
C 4.321 0.940 -1.380
C 3.204 -2.340 3.590
C -2.587 0.458 1.243
C -2.108 0.548 -3.470
C -4.720 1.274 -1.744
C -2.700 -0.826 0.617
C -0.270 3.022 -0.222
C -2.293 -0.388 -5.635
C -3.274 1.413 0.418
C 1.920 -0.187 1.629
C -3.831 0.714 -0.692
C 2.124 -2.911 3.036
C 1.560 1.253 -1.078
H 5.223 -1.823 3.246
H 3.412 -2.554 4.645
H -2.842 1.283 3.190
H -1.663 -2.709 0.430
H -4.973 2.317 -1.508
H 4.081 -2.242 0.933
H -5.092 -1.672 -1.559
H 2.328 -2.998 0.854
H -3.168 3.078 1.774
H -0.868 2.876 -1.159
H 0.771 -3.457 1.509
H -3.143 -2.763 1.416
H 3.381 -1.404 -2.661
H -1.683 -2.024 2.089
H -1.373 0.047 -6.015
H 0.083 -1.227 1.944
H -3.070 -0.359 -6.391
H 4.150 2.026 -1.407
H -4.609 3.053 0.757
H -3.054 3.540 0.062
H 2.537 3.142 0.730
H 5.251 -0.957 1.107
H 4.182 -0.433 3.405
H 2.026 2.234 -1.284
H 0.972 0.984 -2.010
H 0.648 -1.343 0.285
H 2.415 2.171 2.235
H 1.863 0.222 2.639
H -3.823 -2.749 -0.934
H 4.611 0.611 -2.387
H -5.650 0.685 -1.803
H -3.549 -1.812 -2.405
H 0.553 3.696 -0.515
H -1.171 1.409 2.597
H 3.359 -2.277 -1.114
H -2.139 -1.406 -5.280
H 1.246 3.463 1.920
H 1.515 -3.608 3.639
H 5.150 0.740 -0.687
H 3.762 0.786 1.203
H -1.815 -0.169 3.147
H 1.814 -1.894 -1.956
H -4.229 1.237 -2.734
H -0.886 3.520 0.532
*
```

Atomic partial charges in e from the Löwdin method, atoms 1 to 2:
1. Nd 1.69
2. P 0.93

---

3.
A structure of composition C25H44O2P2V at a distorted geometry, computed with the ωB97M-V functional and the def2-TZVPD basis.

As for the gap between HOMO and LUMO (spin up / spin down): 7.2 / 8.0 eV. For the HOMO energy (spin up / spin down), the calculation gives -11.42 / -11.43 eV. Its molar mass is 489.5 g/mol. The calculation puts the largest force on an atom at 6.29 eV/A. Its expectation value of S² is 2.029.

Structure (ORCA input):
```
! RIJCOSX wB97M-V def2-TZVPD def2/J DEFGRID3
* xyz 1 3
V 0.023 -0.547 2.222
P 1.578 0.509 0.322
P -1.312 -0.049 0.025
O 0.518 2.047 2.525
O -1.700 2.174 2.897
C -1.890 -0.484 4.768
C -0.226 4.017 3.541
C -2.866 0.885 0.067
C 1.213 0.134 5.132
C -0.808 2.015 -5.477
C 0.747 -3.566 1.599
C -0.538 2.663 2.946
C -1.762 1.149 -4.709
C 0.619 -0.873 4.225
C 0.408 -2.545 2.619
C -2.188 -2.784 2.605
C 2.825 -1.725 3.158
C 0.537 2.281 -4.767
C -0.780 -1.171 4.074
C -0.910 -2.209 3.086
C 1.349 1.070 -4.401
C 2.511 -0.640 -0.742
C 0.066 1.011 -0.667
C 1.354 -1.728 3.333
C 2.620 1.972 0.609
C -1.844 -0.193 -4.698
C 0.330 -0.610 -6.039
C 1.272 -0.136 -4.967
C -1.488 -1.429 -1.162
C -1.025 -1.140 -5.524
H -2.518 -3.620 3.240
H -2.797 1.625 0.879
H 3.471 -0.827 -0.241
H -1.300 2.995 -5.582
H -1.939 -0.784 5.824
H -1.769 0.607 4.720
H -2.980 -2.029 2.629
H -0.159 2.072 -0.472
H 0.392 4.593 2.831
H 2.875 2.497 -0.320
H -0.622 1.665 -6.498
H 3.233 -0.716 3.291
H -2.373 -2.007 -0.863
H -3.072 1.374 -0.894
H 0.358 3.858 4.460
H 3.113 -2.093 2.170
H 3.532 1.641 1.125
H -2.086 -3.170 1.586
H 0.338 2.868 -3.856
H 1.374 -0.295 6.131
H 2.156 1.268 -3.678
H -1.615 -1.465 -6.399
H 0.161 0.131 -6.828
H 1.959 -1.587 -0.827
H 2.183 0.484 4.758
H 2.005 -0.903 -4.673
H 0.213 0.840 -1.746
H 0.554 1.004 5.247
H 0.826 -1.461 -6.532
H 0.994 -4.542 2.054
H 2.069 2.638 1.290
H -0.839 -2.055 -4.940
H -1.607 -1.082 -2.200
H -3.676 0.182 0.306
H 1.626 -3.254 1.019
H -2.659 -0.665 -4.135
H -0.096 -3.734 0.918
H -2.502 1.721 -4.135
H -0.605 -2.080 -1.091
H 2.678 -0.209 -1.737
H 3.308 -2.370 3.905
H -2.849 -0.730 4.299
H -1.128 4.572 3.782
H 1.136 2.942 -5.417
*
```

Atomic partial charges in e from the Löwdin method, atoms 1 to 2:
1. V 0.79
2. P 0.82